(1)
Here is a structure of composition C3H4MgNaO3 in a non-equilibrium geometry from OMol25. Energies are from ωB97M-V/def2-TZVPD.

Cartesian coordinates (Å):
O 1.132424 -0.326749 0.144528
C 0.511758 -1.594000 0.058883
C -0.987261 -1.555250 0.321241
C -2.185766 0.200231 -0.707448
O -1.710301 1.002502 0.117871
O -1.731632 -1.075528 -0.869262
Mg 2.856211 0.031962 -0.431004
Na 0.000938 1.284981 1.014472
H 0.954546 -2.288339 0.794130
H 0.688739 -2.045716 -0.932519
H -1.385242 -1.099634 1.241140
H -1.233664 -2.594490 0.588037

Force components x, y, z for each atom (eV/Å):
-0.122 -0.107 0.019
-0.041 0.342 0.295
0.201 -1.334 0.413
3.263 -0.115 2.382
-3.556 -2.286 -3.439
-1.230 1.915 1.106
0.637 0.082 -0.248
1.277 0.571 0.963
-0.224 0.156 -0.072
-0.325 0.056 0.224
0.609 0.705 -0.466
-0.490 0.015 -1.177

Output
total charge	+1
multiplicity	1
highest occupied orbital energy (spin up / spin down)	-13.96 / -10.88	eV
ΔE to the lowest compared entry with this formula, charge and spin	67.01	kcal/mol
gap between HOMO and LUMO (spin up / spin down)	9.31 / 5.64	eV
electronic energy	-704.54350	a.u.

The Löwdin scheme yields these atomic charges, measured in e:
1 O -0.57
2 C -0.30
3 C -0.13
4 C -0.03
5 O -0.04
6 O 0.00
7 Mg 0.92
8 Na 0.61
9 H 0.13
10 H 0.13
11 H 0.14
12 H 0.14

(2)
Here is a structure of composition C22H22N4O5RuS from OMol25. Energies are from ωB97M-V/def2-TZVPD.

Cartesian coordinates (Å):
Ru -0.032248 0.087286 -0.537741
O -0.175112 0.360426 -2.632986
C 0.244030 -0.833777 -3.324454
C -0.351612 -2.096035 -2.697747
N -0.429682 -2.003949 -1.224780
C 0.507487 -2.792512 -0.423860
C 0.536992 -2.209707 1.008759
O 1.069163 -2.837251 1.894197
O -0.021768 -1.032821 1.143487
C -1.822538 -2.242846 -0.779332
C -2.684866 -1.015380 -1.074534
O -3.824415 -1.144631 -1.465907
O -2.063830 0.118762 -0.904607
H -1.151291 0.454055 -2.656032
H 1.327453 -0.816344 -3.275768
H -0.040022 -0.758928 -4.375120
H 0.217154 -2.972262 -3.020182
H -1.367684 -2.224444 -3.075202
H 1.508814 -2.721433 -0.850354
H 0.233740 -3.850592 -0.368544
H -1.825695 -2.396087 0.298168
H -2.245975 -3.124828 -1.263950
S 6.401103 -0.283729 1.262755
C 4.758394 -0.201063 0.647484
C 4.357666 -0.624974 -0.614256
C 3.030565 -0.493102 -0.965132
N 2.091786 0.033256 -0.174486
C 2.487946 0.445234 1.039258
C 3.789781 0.347728 1.480807
C 7.184229 -1.341927 0.072329
C 8.132638 -0.830596 -0.797349
C 8.748907 -1.704224 -1.686305
N 8.469542 -3.000276 -1.757555
C 7.554266 -3.477730 -0.914447
C 6.892308 -2.699820 0.021070
H 5.051671 -1.056560 -1.321118
H 2.712637 -0.837733 -1.937885
H 1.712326 0.857191 1.665257
H 4.034691 0.679512 2.480599
H 8.385311 0.220764 -0.789180
H 9.499265 -1.335886 -2.376731
H 7.345155 -4.539019 -0.984688
H 6.168041 -3.138724 0.694470
N 0.076381 1.699362 0.209518
C -1.079514 2.477065 0.336136
C -1.724931 2.564804 1.569653
C -2.849699 3.361582 1.698472
C -3.321354 4.101571 0.622010
C -2.661840 4.030145 -0.596486
C -1.549750 3.218202 -0.747206
H -1.352853 1.985591 2.405094
H -3.360874 3.407533 2.651766
H -4.196253 4.728020 0.732794
H -3.022285 4.602010 -1.442303
H -1.032884 3.153275 -1.697183

Force components x, y, z for each atom (eV/Å):
0.044 -0.088 0.198
0.003 0.039 -0.093
-0.019 -0.032 0.009
0.008 0.062 0.009
-0.052 -0.073 -0.054
-0.081 -0.046 0.031
0.275 0.161 -0.128
-0.099 -0.051 0.025
-0.054 -0.112 0.064
-0.056 -0.014 0.021
0.094 0.018 -0.134
-0.040 0.012 0.061
-0.089 -0.025 -0.009
0.005 -0.025 -0.003
0.033 -0.028 0.019
-0.030 0.017 0.014
0.034 0.011 0.029
0.011 0.004 -0.009
0.008 -0.002 0.041
-0.011 -0.004 -0.008
0.003 -0.009 0.006
-0.001 0.005 0.006
0.030 0.013 0.017
-0.046 0.010 0.031
0.003 -0.010 -0.038
-0.003 0.056 -0.032
0.083 -0.059 -0.019
-0.098 0.027 -0.024
-0.011 0.001 0.008
-0.002 -0.049 -0.012
0.022 -0.010 -0.026
0.000 0.019 0.001
-0.023 -0.018 0.013
0.025 -0.001 -0.021
0.004 0.031 0.026
-0.006 0.007 0.016
-0.033 0.029 -0.027
0.010 0.000 0.027
0.002 -0.002 -0.002
0.002 -0.001 0.006
-0.002 0.001 -0.001
0.004 -0.001 -0.001
-0.003 0.005 0.000
-0.002 0.110 0.000
0.101 0.001 -0.040
-0.029 0.000 0.002
0.012 -0.008 0.007
-0.007 0.007 -0.004
0.005 -0.006 -0.008
-0.027 0.016 0.011
0.007 0.003 -0.001
-0.002 0.001 -0.001
0.000 -0.001 -0.001
-0.002 0.002 0.002
0.004 0.007 0.001

Output
total charge	0
multiplicity	1
highest occupied orbital energy (spin up / spin down)	-7.66 / -7.66	eV
ΔE to the lowest compared entry with this formula, charge and spin	0.81	kcal/mol
gap between HOMO and LUMO (spin up / spin down)	7.35 / 7.35	eV
electronic energy	-1939.83476	a.u.

The Löwdin scheme yields these atomic charges, measured in e:
1 Ru 1.37
2 O -0.16
3 C -0.17
4 C -0.12
5 N -0.25
6 C -0.09
7 C -0.63
8 O 0.08
9 O -0.17
10 C -0.08
11 C -0.61
12 O 0.07
13 O -0.15
14 H 0.11
15 H 0.09
16 H 0.13
17 H 0.14
18 H 0.13
19 H 0.12
20 H 0.14
21 H 0.13
22 H 0.14
23 S 1.04
24 C -0.50
25 C -0.05
26 C -0.11
27 N -0.05
28 C -0.11
29 C -0.06
30 C -0.55
31 C -0.08
32 C -0.14
33 N 0.07
34 C -0.13
35 C -0.08
36 H 0.11
37 H 0.09
38 H 0.10
39 H 0.11
40 H 0.11
41 H 0.11
42 H 0.11
43 H 0.12
44 N -0.07
45 C -0.38
46 C -0.04
47 C -0.09
48 C -0.10
49 C -0.09
50 C -0.06
51 H 0.11
52 H 0.10
53 H 0.10
54 H 0.10
55 H 0.10